[1]
A cluster of 11 separate species, C35H46F2O33 in total in a non-equilibrium geometry, computed with wB97M-V/def2-TZVPD.

Values from the calculation:
LUMO (alpha / beta), eV: -3.0 / -10.1
Multiplicity: 2
<S²>: 0.757
Charge: +1
HOMO energy (alpha / beta), eV: -12.201 / -12.201

CARTESIAN COORDINATES (ANGSTROEM)
C1 -0.76683 -2.10890 4.77518
C2 -0.57575 -1.01132 3.80915
O1 -1.24394 -0.01259 4.46488
C3 -2.14342 -0.39246 5.32023
O2 -3.00076 0.16588 5.93205
O3 -1.98438 -1.67901 5.41341
H1 0.11150 -2.16651 5.41808
H2 -0.83184 -3.07805 4.28061
H3 -1.05906 -1.12495 2.83878
H4 0.44126 -0.66312 3.62871
C4 1.31005 -3.86850 -3.49313
C5 -0.07874 -3.32525 -3.72517
O4 -0.61477 -4.05157 -4.80448
C6 0.21099 -5.12584 -4.98242
O5 -0.11199 -5.99790 -5.77005
O6 1.32406 -5.10045 -4.20807
H5 1.42307 -4.06775 -2.42747
H6 1.97326 -3.08964 -3.86944
H7 -0.06622 -2.28804 -4.06006
H8 -0.71137 -3.50171 -2.85525
C7 -2.23642 -3.64951 1.42926
C8 -3.42811 -3.82541 0.62816
O7 -4.44540 -3.06850 1.21766
C9 -3.90696 -2.61415 2.42584
O8 -4.46755 -1.88164 3.16116
O9 -2.76522 -3.22402 2.62104
H9 -1.50260 -2.89249 1.15262
H10 -1.86509 -4.63884 1.69658
H11 -3.83069 -4.83320 0.72999
H12 -3.15535 -3.55153 -0.39101
C10 -5.24089 -0.08476 0.47890
C11 -5.15487 0.76510 1.73852
O10 -5.02130 2.06833 1.25588
C12 -4.96033 2.04747 -0.15293
O11 -4.68316 2.99897 -0.85709
O12 -5.25400 0.85860 -0.59433
H13 -6.25630 -0.47749 0.53201
H14 -4.33627 -0.69223 0.45166
H15 -4.30028 0.52378 2.37062
H16 -6.06943 0.58405 2.30322
C13 1.24568 -5.08054 1.77595
C14 2.05021 -5.01141 0.50753
O13 2.18350 -3.58581 0.29782
C15 1.33860 -2.91612 1.13458
O14 1.21396 -1.67835 1.17535
O15 0.81692 -3.74023 1.91995
H17 1.84008 -5.40530 2.62996
H18 0.36646 -5.71608 1.67039
H19 1.45635 -5.25305 -0.37397
H20 3.01049 -5.51145 0.63369
C16 3.14314 4.71891 -5.31125
C17 1.64345 4.69547 -5.71362
O16 1.05600 4.24439 -4.52445
C18 1.97015 4.02921 -3.54815
O17 1.75626 3.52045 -2.44090
O18 3.17116 4.40895 -3.96952
H21 3.44992 5.73954 -5.53995
H22 3.69349 3.96460 -5.87359
H23 1.55863 3.99256 -6.54236
H24 1.25180 5.67390 -5.99179
C19 -3.95541 -1.19474 -3.92145
C20 -4.77333 -1.39075 -2.66544
O19 -4.96958 -2.72663 -2.48055
C21 -4.42236 -3.40220 -3.55893
O20 -4.41678 -4.60396 -3.73911
O21 -3.93310 -2.49183 -4.43971
H25 -2.94647 -0.91580 -3.61762
H26 -4.47839 -0.50062 -4.57933
H27 -5.71743 -0.85321 -2.75394
H28 -4.25618 -0.99648 -1.79068
C22 2.19301 7.49178 0.37576
C23 1.78860 6.22534 -0.31200
C24 2.54184 5.01483 0.31703
O22 1.51344 4.21565 0.80891
C25 0.35310 4.75390 0.74278
O23 -0.72335 4.28468 1.19059
O24 0.45602 5.88546 0.15946
H29 3.13785 7.99930 0.18134
H30 2.14830 7.30358 1.44846
H31 1.39583 8.18991 0.12034
H32 1.90955 6.21301 -1.39520
H33 3.22255 5.25946 1.13245
H34 3.13463 4.46154 -0.41138
C26 2.75200 1.22303 3.00363
C27 3.19176 0.51879 4.30222
C28 2.30633 0.42373 5.55082
O25 2.27905 -0.87188 5.89233
C29 2.81115 -1.64396 4.94206
O26 2.65721 -2.89214 4.85840
O27 3.41029 -0.84209 4.01119
H35 1.97131 0.66388 2.48791
H36 3.65304 1.16106 2.39339
H37 2.39827 2.24879 3.10755
H38 4.18569 0.81838 4.63459
H39 1.27354 0.76229 5.46831
H40 2.71586 1.07636 6.32184
C30 -1.31414 1.12589 0.35130
C31 -0.06785 1.11436 -0.63291
O28 -0.33835 -0.00408 -1.37261
C32 -1.31250 -0.75139 -0.84457
O29 -1.47424 -1.92824 -0.96915
O30 -2.06244 0.00760 -0.08034
F1 1.04479 0.87129 0.08416
H41 -1.93426 2.02175 0.31960
H42 -1.00484 0.93600 1.37910
H43 0.04266 1.98788 -1.27544
C33 4.51971 0.98665 -2.44342
C34 3.66264 0.59963 -1.26410
O31 4.02496 1.49987 -0.32605
C35 5.29680 1.80812 -0.51736
O32 6.02555 2.40515 0.32110
O33 5.71536 1.42004 -1.80315
F2 4.01894 -0.64695 -0.90843
H44 4.11596 1.87241 -2.93382
H45 4.67756 0.13867 -3.10986
H46 2.61464 0.65242 -1.55904

[2]
A structure of composition C35H47BBaN11O6S in a non-equilibrium geometry, computed with wB97M-V/def2-TZVPD.

Values from the calculation:
LUMO, eV: 2.0
Multiplicity: 1
Relative energy (zero: lowest compared OMol25 entry of this formula, charge and spin), eV: 2.891
Charge: -1
HOMO energy, eV: -3.259

CARTESIAN COORDINATES (ANGSTROEM)
Ba1 1.26172 1.68091 0.22030
C1 -0.22091 -2.86235 1.53295
C2 0.26715 -1.77907 2.50223
N1 -0.35720 -0.49633 2.25238
C3 -1.75615 -0.34600 2.58435
C4 -2.56074 0.29048 1.43784
N2 -2.21100 -0.29194 0.15276
C5 -2.55645 -1.68894 -0.05724
C6 -1.39866 -2.51821 -0.62185
N3 -0.14993 -2.47226 0.12751
H1 -1.24765 -3.14169 1.79984
H2 0.39030 -3.75147 1.71099
H3 1.34425 -1.65244 2.36590
H4 0.09836 -2.15225 3.52295
H5 0.18536 0.28517 2.58826
H6 -1.90301 0.26268 3.48101
H7 -2.16867 -1.33527 2.80310
H8 -2.31089 1.35268 1.40487
H9 -3.63058 0.19865 1.68210
H10 -2.43589 0.29759 -0.63027
H11 -3.42536 -1.80826 -0.71887
H12 -2.85501 -2.11105 0.90571
H13 -1.17951 -2.16225 -1.63082
H14 -1.73339 -3.55896 -0.70479
H15 0.23888 -1.54056 0.05874
O1 -0.60234 2.90636 1.62898
S1 0.71666 3.28394 2.27269
O2 0.52534 4.28304 3.29081
O3 1.22660 1.98315 2.75865
O4 1.62965 3.74960 1.18462
C7 5.58588 -1.43556 2.23005
C8 5.24352 -0.61228 1.00412
C9 6.27577 -0.86020 -0.08630
O5 3.96756 -1.05483 0.48474
B1 3.21553 0.04887 0.02610
O6 3.93730 1.22999 0.38857
C10 5.01881 0.90447 1.29808
C11 6.20075 1.79760 0.98516
C12 4.52453 1.18447 2.70992
H16 5.75729 -2.47199 1.92935
H17 4.77074 -1.42259 2.95274
H18 6.49493 -1.06154 2.71556
H19 6.23567 -1.91626 -0.36109
H20 7.29110 -0.62119 0.24844
H21 6.04538 -0.27118 -0.97633
H22 6.47100 1.74875 -0.06954
H23 7.06972 1.51308 1.58848
H24 5.94114 2.83184 1.22332
H25 3.69110 0.53272 2.97734
H26 4.14820 2.20870 2.75459
H27 5.32579 1.06727 3.44524
N4 -0.70910 8.06611 0.43489
C13 -0.35341 9.39496 0.36182
C14 -0.87867 10.54815 0.94059
C15 -0.26651 11.74379 0.61124
C16 0.83697 11.78338 -0.25993
C17 1.34752 10.62864 -0.82633
C18 0.73632 9.41507 -0.51210
N5 1.03097 8.12873 -0.95398
C19 0.15384 7.36538 -0.36401
C20 0.02424 5.90527 -0.55437
C21 -0.99625 5.20018 0.01410
C22 -1.10407 3.80421 -0.21542
N6 -0.30419 3.17949 -1.08255
C23 0.72454 3.90230 -1.59628
C24 0.92924 5.23428 -1.39793
H28 -1.41190 7.66123 1.02578
H29 -1.72887 10.51690 1.61117
H30 -0.64498 12.66747 1.03219
H31 1.28988 12.73875 -0.49314
H32 2.19874 10.65144 -1.49649
H33 -1.70856 5.64840 0.69564
H34 -2.07058 3.34023 -0.07735
H35 1.38256 3.34427 -2.26163
H36 1.74718 5.77129 -1.85772
C25 -1.99420 1.48848 -3.36488
C26 -0.80826 0.64474 -3.70534
N7 -0.03585 0.02649 -2.84678
C27 0.90787 -0.65792 -3.59129
C28 0.70983 -0.43843 -4.91566
N8 -0.39858 0.39221 -4.98887
C29 -0.97557 0.91722 -6.19897
N9 -0.03073 1.75312 -6.91380
N10 0.28570 1.49565 -8.20397
N11 1.11520 2.38417 -8.61982
C30 1.35974 3.26078 -7.57246
C31 2.17627 4.39639 -7.50784
C32 2.21029 5.08084 -6.31629
C33 1.45674 4.65264 -5.19590
C34 0.65554 3.53784 -5.24603
C35 0.62533 2.85826 -6.47369
H37 -1.92940 1.72999 -2.30859
H38 -2.93202 0.96369 -3.56967
H39 -2.00862 2.43539 -3.91058
H40 1.67110 -1.24734 -3.10365
H41 1.23005 -0.77062 -5.80076
H42 -1.85321 1.49931 -5.93492
H43 -1.26771 0.12671 -6.88170
H44 2.75276 4.71314 -8.36792
H45 2.82602 5.96649 -6.22379
H46 1.51320 5.21706 -4.27202
H47 0.09538 3.20779 -4.38054

[3]
A structure of composition C35H47BBrN12O7P2STl in a non-equilibrium geometry, computed with wB97M-V/def2-TZVPD.

Values from the calculation:
LUMO, eV: 3.8
Multiplicity: 1
Relative energy (zero: lowest compared OMol25 entry of this formula, charge and spin), eV: 3.927
Charge: -2
HOMO energy, eV: -1.372

CARTESIAN COORDINATES (ANGSTROEM)
Tl1 0.31502 -0.06155 -0.54534
C1 0.55917 -1.91024 2.72290
C2 1.85142 -1.31492 2.28499
C3 3.07656 -1.37061 2.97260
C4 3.96254 -0.64042 2.20922
C5 5.40952 -0.37781 2.47474
N1 3.28683 -0.18714 1.13249
N2 2.00729 -0.60400 1.18091
B1 3.84751 0.62252 -0.03901
N3 3.11796 1.96668 -0.19704
N4 1.83841 2.09600 -0.61957
C6 1.60092 3.40200 -0.72721
C7 0.32232 4.03100 -1.16384
C8 2.75057 4.12478 -0.36964
C9 3.68819 3.17534 -0.03066
C10 5.08478 3.40695 0.44840
N5 3.73395 -0.19760 -1.33313
N6 2.57592 -0.76176 -1.73615
C11 2.86549 -1.58812 -2.73690
C12 1.90094 -2.49125 -3.42931
C13 4.24602 -1.51915 -3.00968
C14 4.76157 -0.63149 -2.09268
C15 6.17902 -0.18533 -1.92951
H1 0.74021 -2.74392 3.40171
H2 -0.02430 -1.14865 3.24246
H3 -0.01697 -2.26124 1.86971
H4 3.28054 -1.87537 3.90275
H5 5.68986 -0.85389 3.41338
H6 6.03908 -0.77959 1.67856
H7 5.61510 0.69118 2.55427
H8 5.00135 0.84524 0.16620
H9 -0.39456 3.26572 -1.45634
H10 -0.09500 4.61652 -0.34034
H11 0.50375 4.72442 -1.99044
H12 2.86666 5.19639 -0.35981
H13 5.25154 4.47901 0.54393
H14 5.24506 2.93595 1.41886
H15 5.82064 3.00122 -0.24798
H16 1.01212 -2.61483 -2.81807
H17 1.60501 -2.08335 -4.39569
H18 2.36836 -3.46527 -3.58472
H19 4.78510 -2.05907 -3.77178
H20 6.78294 -0.62731 -2.72118
H21 6.25827 0.90142 -1.99223
H22 6.58632 -0.49600 -0.96566
Br1 -4.44386 -0.51709 5.88900
C16 -4.43699 -1.78332 4.45879
C17 -5.64397 -2.25477 3.96921
C18 -5.64319 -3.22754 2.98978
C19 -4.44518 -3.76488 2.48718
C20 -3.23681 -3.20839 2.96183
C21 -3.23309 -2.24624 3.95532
N7 -4.52147 -4.96638 1.80273
N8 -3.60454 -5.44974 1.07330
C22 -2.63669 -4.67592 0.50699
C23 -1.42558 -5.33738 0.22939
C24 -0.30676 -4.62777 -0.12826
C25 -0.34495 -3.22113 -0.32334
O1 0.68318 -2.55004 -0.62929
C26 -1.62779 -2.55317 -0.17274
N9 -1.70355 -1.25081 -0.52448
C27 -2.82856 -0.53236 0.02153
C28 -4.09724 -1.31852 -0.19333
C29 -4.04437 -2.63575 0.00206
C30 -2.75273 -3.28153 0.21638
H23 -6.57637 -1.86874 4.35947
H24 -6.57800 -3.61600 2.60533
H25 -2.29453 -3.57816 2.58050
H26 -2.29642 -1.85311 4.32898
H27 -1.38069 -6.40384 0.41785
H28 0.64942 -5.11950 -0.26467
H29 -2.69415 -0.41820 1.10886
H30 -4.99862 -0.78058 -0.46020
H31 -4.92033 -3.26714 -0.10080
N10 -2.55535 3.34032 0.85277
C31 -2.83487 1.90183 1.23572
C32 -4.13009 1.89329 2.02553
P1 -1.39505 1.52981 2.32678
O2 -1.96394 0.42820 3.40050
O3 -1.09454 2.78198 3.08403
O4 -0.25451 0.87943 1.57249
P2 -2.85052 1.18964 -0.72155
O5 -3.02552 0.43183 -2.32803
O6 -3.95079 2.19566 -1.03140
O7 -1.37824 1.65317 -0.90781
H32 -2.46102 3.94534 1.66965
H33 -3.29029 3.53083 0.14291
H34 -1.66753 3.26408 0.33794
H35 -4.03574 2.48696 2.94431
H36 -4.39446 0.87621 2.31646
H37 -4.94413 2.28998 1.41165
H38 -2.07888 -0.42663 2.95894
H39 -2.44913 -0.34578 -2.38208
C33 -1.96036 3.41264 -4.11161
N11 -1.56725 2.05148 -3.84785
C34 -0.32278 1.61417 -3.78706
S1 -0.06299 -0.04348 -3.51888
N12 0.69238 2.47239 -4.08463
C35 2.09923 2.11725 -3.98619
H40 -3.04658 3.44625 -4.07863
H41 -1.61545 3.73201 -5.10153
H42 -1.57649 4.11539 -3.36383
H43 -2.26685 1.40335 -3.38783
H44 0.49336 3.44837 -3.92337
H45 2.19257 1.04311 -4.11837
H46 2.52021 2.37822 -3.01202
H47 2.65642 2.63824 -4.76852

[4]
A structure of composition C35H47Cl4NO4 in a non-equilibrium geometry, computed with wB97M-V/def2-TZVPD.

Values from the calculation:
LUMO, eV: -1.4
Multiplicity: 1
Charge: 0
HOMO energy, eV: -8.351

CARTESIAN COORDINATES (ANGSTROEM)
C1 3.18189 2.22654 -6.83227
C2 3.86897 0.73440 -6.80299
C3 2.85514 -0.34605 -6.07597
O1 1.93910 0.33324 -5.14721
C4 1.92030 -0.29189 -3.81613
C5 0.39268 -0.28275 -3.13482
C6 -0.43508 1.13072 -2.80784
C7 -1.93966 1.13747 -2.08594
C8 -2.73104 -0.26183 -1.63284
C9 -4.20866 -0.22268 -0.87204
C10 -3.91404 0.34184 0.67473
C11 -4.39774 1.90954 0.74345
C12 -4.01993 2.51598 2.21992
C13 -2.60085 3.38301 2.24017
C14 -1.78072 2.84013 3.58234
C15 -0.22302 3.36341 3.65569
C16 0.71933 2.82797 2.40087
C17 1.72616 4.01925 1.85540
C18 3.29972 3.61659 2.09255
C19 3.91884 4.51121 3.36267
C20 4.98850 5.61005 2.74570
O2 4.40520 6.45919 1.68019
C21 3.77339 7.67473 2.25997
C22 -1.90358 -1.66563 -1.96709
C23 -0.39689 -1.68058 -2.69351
C24 0.31011 -3.17935 -2.92205
O3 0.94700 -3.54705 -4.03640
C25 0.10775 -4.22268 -1.63042
C26 1.27478 -5.21268 -1.04306
C27 0.88414 -6.13568 0.28775
C28 -0.59471 -6.08377 1.02638
N1 -0.96976 -6.88242 2.27496
C29 -0.74695 -5.99018 3.33151
C30 0.65872 -6.07036 4.23398
C31 -1.81657 -4.82294 3.79602
C32 -1.78828 -5.11092 0.40994
C33 -1.39594 -4.20500 -0.89862
C34 -2.52900 -3.15912 -1.54642
O4 -3.80127 -3.51964 -1.73557
H1 2.03550 2.10666 -7.08078
H2 3.30007 2.72000 -5.75775
H3 3.61993 2.93158 -7.68476
H4 4.15180 0.44521 -7.91597
H5 4.87381 0.77842 -6.17457
H6 2.19831 -0.80873 -6.95627
H7 3.53462 -1.16845 -5.59521
H8 2.57726 0.36599 -3.06730
H9 2.36622 -1.37238 -3.76584
H10 0.03570 2.17927 -3.06804
H11 -2.49189 2.15680 -1.83455
H12 -4.69751 -1.27794 -0.73905
H13 -5.00187 0.45169 -1.44686
H14 -2.79585 0.19321 1.00608
H15 -4.57342 -0.25751 1.45450
H16 -3.84671 2.57149 -0.06229
H17 -5.54568 1.99301 0.52660
H18 -3.97749 1.63794 3.00203
H19 -4.89390 3.27199 2.50435
H20 -1.99608 3.21356 1.25232
H21 -2.82121 4.52461 2.37080
H22 -2.35309 3.22721 4.52916
H23 -1.73981 1.64907 3.54683
H24 -0.19719 4.53146 3.76446
H25 0.25132 2.91059 4.63080
H26 0.07414 2.44897 1.50042
H27 1.39393 1.92426 2.78692
H28 1.56532 4.08975 0.68803
H29 1.51005 5.07699 2.31851
H30 3.96325 3.89432 1.14734
H31 3.45033 2.46773 2.30204
H32 3.01049 5.02477 3.90825
H33 4.50507 3.80872 4.09221
H34 5.93301 5.03516 2.30018
H35 5.36566 6.27988 3.63238
H36 2.71629 7.80889 1.76042
H37 3.59397 7.54589 3.42990
H38 4.41743 8.63739 2.06334
H39 2.33291 -5.23958 -1.55302
H40 1.75087 -6.84478 0.68199
H41 0.31602 -6.27815 5.33646
H42 1.25825 -6.97713 3.78083
H43 1.30625 -5.09640 4.11193
H44 -1.73031 -4.50803 4.91937
H45 -2.93125 -5.07602 3.49889
H46 -1.52760 -3.85225 3.16381
H47 -2.87067 -5.05858 0.90744
C35 -4.07883 -7.16572 -2.28188
Cl1 -4.22186 -6.62251 -3.97273
Cl2 -3.14632 -5.96730 -1.34985
Cl3 -5.70468 -7.33492 -1.57288
Cl4 -3.24259 -8.73819 -2.23197